Formula: C9H14OS
Source: the OMol25 dataset
Level of theory: wB97M-V/def2-TZVPD

Cartesian coordinates (Å):
1 C -0.504 -2.819 1.897
2 C 0.046 -2.077 3.085
3 S 0.711 -3.629 0.769
4 H -1.232 -3.562 2.164
5 H -0.933 -2.135 1.162
6 H 0.485 -1.133 2.773
7 H 1.828 -3.925 1.439
8 H 0.804 -2.596 3.682
9 H -0.642 -2.057 3.932
10 C -0.432 3.868 -1.385
11 C 1.110 1.975 -0.852
12 C -0.122 2.412 -1.371
13 C 1.335 0.634 -0.770
14 C -1.138 1.513 -1.813
15 C 0.266 -0.232 -1.137
16 C -0.960 0.182 -1.693
17 O 0.670 -1.466 -1.206
18 H 1.887 2.646 -0.519
19 H 2.261 0.226 -0.431
20 H -0.258 4.177 -2.422
21 H 0.133 4.459 -0.666
22 H -2.054 1.976 -2.145
23 H -1.808 -0.456 -1.892
24 H 0.004 -2.132 -1.442
25 H -1.460 4.148 -1.159

For the HOMO-LUMO gap (alpha / beta), the calculation gives 8.3357 / 4.6866 eV. The value obtained for the energy above the lowest of the compared OMol25 structures with the same formula, charge and spin is 1.8 kcal/mol. The electronic energy comes out at -22434.0419 eV. Its expectation value of S² is 0.7682. The LUMO energy (alpha / beta) is -3.58 / -7.15 eV. The calculation puts the HOMO energy (alpha / beta) at -11.92 / -11.84 eV. As for the multiplicity: 2. The total charge is +1.